C3H10INOP as an isolated structure at a distorted geometry. Source: the OMol25 dataset; level of theory: the ωB97M-V functional and the def2-TZVPD basis.

Values from the calculation:
Total charge: +1
E_HOMO (eV): -13.70
Relative energy (zero: lowest compared OMol25 entry of this formula, charge and spin) (kcal per mole): 41.8
Orbital gap (eV): 9.52

Each line ends with the natural charge from an NBO analysis.
Element x y z (Å)
C: 0.606032 -1.603045 -0.587752  -0.6456
C: -1.338789 1.318305 -1.374655  -0.7647
C: 0.743940 -0.443001 0.504813  -0.4165
N: -0.284275 -0.457181 1.606497  -0.7340
O: 1.850310 1.405506 -1.292774  -1.0103
P: 0.725804 1.224869 -0.378221  1.5551
I: 0.670617 2.772238 1.585004  -0.0921
H: 0.145876 -2.558491 -0.100044  0.2353
H: 0.020652 -1.265290 -1.451241  0.2422
H: 1.615521 -2.003479 -0.883519  0.2804
H: -1.581521 0.216582 -1.309404  0.2008
H: -2.122695 1.876546 -0.717392  0.2443
H: -1.293320 1.748504 -2.373704  0.2578
H: 1.681896 -0.637125 1.047002  0.2587
H: 0.222784 -1.125768 2.350460  0.4689
H: -1.176077 -0.934400 1.310879  0.4533
H: -0.486757 0.465231 2.064051  0.4663

Cartesian forces, eV/Å:
C -0.1 -1.3 1.8
C 0.4 -0.7 3.1
C 0.6 -0.5 -1.3
N 0.3 -3.1 1.7
O 0.1 -0.2 0.1
P -2.6 0.7 -0.8
I -0.1 -0.4 -0.6
H 0.4 1.7 -0.8
H 0.2 -0.4 0.2
H -0.9 1.0 0.1
H 0.2 1.3 -0.6
H 1.8 -0.8 -1.0
H 0.5 -0.2 0.2
H 0.0 0.7 -0.5
H -2.0 1.9 -1.6
H 0.9 0.7 0.4
H 0.4 -0.4 -0.5